Below is an isolated molecule of C5H10O, with properties calculated with ωB97M-V/def2-TZVPD.

Element x y z (Å)
C  1.59534  -0.34689  0.27798
C  0.28100  -0.25665  0.94720
C  -1.01069  -0.35889  0.21038
C  -1.03766  -0.73408  -1.25004
C  -0.64943  1.02275  0.56974
O  -0.24702  1.87826  -0.43263
H  2.23202  0.53882  0.37614
H  2.24811  -1.13765  0.64885
H  1.64452  -0.51368  -0.79858
H  0.27883  -0.66174  1.97239
H  -1.81392  -0.79177  0.79401
H  -0.29031  -0.19467  -1.83758
H  -2.01644  -0.49921  -1.67499
H  -0.86073  -1.80882  -1.36574
H  -0.65479  1.27594  1.63744
H  0.30117  2.58827  -0.07457

Forces on atoms 1 to 6 (eV/Å):
C 1.82 -0.21 -0.84
C 0.08 -0.24 -0.90
C -0.47 -0.41 -0.15
C -0.11 -0.08 -0.17
C 1.81 -1.37 2.48
O 0.14 0.38 0.10

Output
Gap between HOMO and LUMO, Eh: 0.3323
SMILES: C[C@@H]1[C@H](C)[C@@H]1O
LUMO, eV: 0.83
Spin multiplicity: 1

Results of the Löwdin charge analysis, in e, for atoms 1 through 5: atom 1 (C): -0.099, atom 2 (C): -0.246, atom 3 (C): -0.295, atom 4 (C): -0.058, atom 5 (C): -0.279

***

Below is an isolated molecule of C5H10O, with properties calculated with ωB97M-V/def2-TZVPD.

Element x y z (Å)
C  1.88529  -0.11182  -0.20710
C  0.68080  0.72188  -0.38835
C  -0.42658  0.36797  -1.19174
C  -1.32485  -0.66428  -0.46114
O  -1.00936  -1.18380  0.73057
C  -1.02044  -0.01995  1.54483
H  2.41247  -0.32294  -1.14960
H  2.56905  0.45700  0.42329
H  1.73205  -1.10254  0.24603
H  0.73650  1.73068  -0.01270
H  -1.01729  1.18594  -1.60799
H  -0.08280  -0.27882  -2.02121
H  -1.79012  -1.41600  -1.05842
H  -1.55995  0.68396  0.83840
H  -1.75527  -0.18095  2.32583
H  -0.02948  0.13367  1.98930

Forces on atoms 1 to 6 (eV/Å):
C 0.43 -0.13 0.20
C 1.62 1.29 0.26
C -1.35 -1.73 -0.63
C -0.62 -0.88 -1.89
O 0.30 0.31 0.32
C -0.96 0.08 0.60

Output
Gap between HOMO and LUMO (alpha / beta), Eh: 0.2997 / 0.2844
LUMO (alpha / beta), eV: 0.84 / 0.72
Spin multiplicity: 1

Results of the Löwdin charge analysis, in e, for atoms 1 through 5: atom 1 (C): -0.111, atom 2 (C): -0.214, atom 3 (C): -0.227, atom 4 (C): -0.184, atom 5 (O): -0.133

***

Below is a 2-piece molecular cluster, C5H10O overall, with properties calculated with ωB97M-V/def2-TZVPD.

Element x y z (Å)
C  0.04279  -0.44380  1.83906
C  0.50619  -1.02749  0.73841
C  1.70534  -0.53023  -0.01939
H  0.48365  0.47350  2.22249
H  -0.86742  -0.76945  2.33666
H  -0.00416  -1.90821  0.34705
H  1.65151  -0.74992  -1.09175
H  2.60499  -1.01396  0.37224
H  1.82455  0.55415  0.09228
C  -1.01699  0.61965  -1.56134
C  -1.42249  0.56215  -0.11770
O  -1.28440  1.49527  0.63668
H  -1.80601  1.22176  -2.02173
H  -0.98814  -0.35873  -2.04969
H  -0.06764  1.14474  -1.69003
H  -1.95341  -0.36468  0.18012

Forces on atoms 1 to 6 (eV/Å):
C 0.27 -0.35 0.02
C 0.19 -0.18 0.43
C 0.14 0.00 -0.01
H 0.00 -0.18 -0.06
H 0.24 -0.12 -0.02
H 0.12 0.07 0.08

Output
Gap between HOMO and LUMO, Eh: 0.3831
SMILES: C=CC.CC=O
LUMO, eV: 1.07
Spin multiplicity: 1

Results of the Löwdin charge analysis, in e, for atoms 1 through 5: atom 1 (C): -0.035, atom 2 (C): -0.276, atom 3 (C): -0.113, atom 4 (H): 0.080, atom 5 (H): 0.075

***

Below is an isolated molecule of C5H10O, with properties calculated with ωB97M-V/def2-TZVPD.

Element x y z (Å)
C  1.99906  -0.30309  0.14860
C  0.88388  0.55023  -0.46076
C  -0.55620  0.00546  -0.36280
C  -0.96122  -1.01942  0.69297
C  -1.66875  0.94104  -0.44749
O  -1.28469  0.19449  -1.58185
H  2.13396  -1.25048  -0.38642
H  1.79905  -0.53188  1.19974
H  2.95330  0.23640  0.11030
H  1.12825  0.75134  -1.51451
H  0.87763  1.53099  0.02708
H  -0.10375  -1.53890  1.10056
H  -1.42719  -0.46436  1.52349
H  -1.71131  -1.72653  0.33108
H  -1.41595  1.97967  -0.31906
H  -2.64606  0.64504  -0.06092

Forces on atoms 1 to 6 (eV/Å):
C -0.05 -0.04 0.05
C -0.12 0.07 0.18
C -0.18 0.44 0.87
C 0.28 -0.40 -0.05
C -0.12 0.65 -0.07
O -0.05 -0.52 -0.22

Output
Gap between HOMO and LUMO, Eh: 0.4012
SMILES: CC[C@@]1(C)CO1
LUMO, eV: 1.02
Spin multiplicity: 1

Results of the Löwdin charge analysis, in e, for atoms 1 through 5: atom 1 (C): -0.112, atom 2 (C): -0.162, atom 3 (C): -0.470, atom 4 (C): -0.016, atom 5 (C): -0.149

***

Below is an isolated molecule of C5H10O, with properties calculated with ωB97M-V/def2-TZVPD.

Element x y z (Å)
O  -1.88735  0.34523  0.78914
C  -1.06907  0.24291  -0.37000
C  -0.32691  -1.11476  -0.42700
C  1.11478  -0.85442  0.07618
C  1.11369  0.59035  0.60402
C  0.04186  1.28205  -0.24512
H  -2.51178  -0.39149  0.75596
H  -1.67852  0.42376  -1.26734
H  -0.84548  -1.85071  0.19920
H  -0.31947  -1.51384  -1.44637
H  1.81519  -0.93879  -0.76233
H  1.43830  -1.57892  0.83133
H  0.82878  0.61712  1.66063
H  2.09855  1.06097  0.51792
H  -0.33977  2.21971  0.16902
H  0.44290  1.48647  -1.24579

Forces on atoms 1 to 6 (eV/Å):
O -0.20 -0.20 0.05
C 0.26 -0.04 -0.25
C -0.03 -0.03 -0.03
C 0.06 -0.01 -0.03
C 0.02 0.03 0.09
C 0.04 -0.01 -0.06

Output
Gap between HOMO and LUMO, Eh: 0.4088
SMILES: OC1CCCC1
LUMO, eV: 1.01
Spin multiplicity: 1

Results of the Löwdin charge analysis, in e, for atoms 1 through 5: atom 1 (O): -0.040, atom 2 (C): -0.393, atom 3 (C): -0.135, atom 4 (C): -0.185, atom 5 (C): -0.192

***

Below is an isolated molecule of C5H10O, with properties calculated with ωB97M-V/def2-TZVPD.

Element x y z (Å)
C  -0.46247  1.28842  -1.02150
C  -0.30165  0.16263  -0.00766
C  -1.41684  -0.85467  -0.09406
C  1.06844  -0.47209  -0.06569
C  1.61222  -0.45096  1.26893
O  1.59251  -1.67706  0.54298
H  0.35208  2.01825  -0.94085
H  -1.39876  1.82422  -0.82488
H  -0.49348  0.92201  -2.05249
H  -0.24827  0.71993  0.99390
H  -2.33394  -0.39803  0.27445
H  -1.20724  -1.77046  0.47032
H  -1.58251  -1.14807  -1.13960
H  1.76760  -0.17011  -0.84567
H  2.15620  0.52719  1.36437
H  0.89610  -0.52122  2.07744

Forces on atoms 1 to 6 (eV/Å):
C 0.02 0.05 -0.26
C -0.48 0.32 0.56
C -0.42 0.00 0.03
C 0.21 0.39 0.02
C -0.14 1.49 0.75
O 0.48 0.37 -0.31

Output
Gap between HOMO and LUMO, Eh: 0.3884
SMILES: CC(C)[C@H]1CO1
LUMO, eV: 1.07
Spin multiplicity: 1

Results of the Löwdin charge analysis, in e, for atoms 1 through 5: atom 1 (C): -0.079, atom 2 (C): -0.421, atom 3 (C): -0.060, atom 4 (C): -0.299, atom 5 (C): -0.180

***

In order of appearance, energy relative to the best compared isomer or geometry (same formula, charge and spin) = 205.93; 495.30; 170.67; 181.87; 12.87; 316.04 kJ/mol.